A 13-piece molecular cluster, C60H157N11O19 overall in a non-equilibrium geometry. Source: OMol25; level of theory: ωB97M-V/def2-TZVPD.

Geometry as XYZ:
```
247
Properties=species:S:1:pos:R:3:lowdin_charge:R:1
H 0.007 3.819 7.500 0.09
H 4.996 1.017 7.880 0.08
C -1.443 12.893 4.224 -0.17
O 1.096 6.726 -9.494 -0.19
H -5.917 2.014 -6.470 0.10
C -6.599 2.567 -5.823 -0.11
H -12.416 -6.064 2.239 0.07
C -1.651 9.310 2.911 -0.26
H -2.964 10.483 4.324 0.10
H -0.221 7.206 -12.061 0.07
H 4.764 1.573 6.293 0.08
H 6.282 3.904 -7.126 0.08
C 3.963 -7.004 8.546 -0.12
H -2.515 -0.270 -2.021 0.11
C 5.334 -1.852 2.332 -0.08
C -0.061 -3.008 2.492 -0.15
O 1.447 2.410 7.257 -0.21
H -9.060 3.431 3.781 0.11
H 5.872 4.865 0.629 0.07
H 11.701 -6.028 10.376 0.08
H -5.332 -2.524 -13.453 0.08
H 0.404 -2.231 -7.971 0.08
H -7.589 2.657 -6.270 0.08
H -1.360 1.649 -3.029 0.13
C -10.221 -6.418 0.604 -0.16
O 6.627 1.811 -6.799 -0.19
H 4.072 -5.919 8.564 0.09
C 8.739 -5.981 3.844 -0.19
N -1.534 11.651 3.417 -0.07
O -6.192 -3.048 -11.694 -0.22
H 8.281 -6.579 3.056 0.11
C -3.661 -2.390 -8.238 -0.26
H 0.130 8.518 0.680 0.09
H -5.243 14.889 2.850 0.09
H -7.087 0.226 -2.428 0.12
H 7.225 -5.932 5.375 0.11
C 8.192 -2.800 4.450 -0.21
H -13.200 -7.184 1.175 0.08
H 8.785 0.316 -7.689 0.12
N -1.743 0.005 -0.044 -0.05
C 4.233 1.456 7.237 -0.06
H -3.102 1.207 -1.225 0.12
H -5.761 -4.278 -13.221 0.08
H -7.737 3.685 1.785 0.07
C -2.586 -1.040 0.514 -0.19
H -7.832 -5.381 2.672 0.08
N -0.783 3.962 -11.011 0.03
H 6.280 6.023 2.817 0.11
H 1.033 4.998 -11.364 0.13
H -8.567 2.206 -4.337 0.12
H -2.259 9.481 2.023 0.12
H 8.473 2.586 -7.131 0.12
H 6.774 0.017 -5.931 0.09
H 7.973 -2.785 -3.541 0.11
O 6.186 -1.937 -3.523 -0.21
H 9.381 -5.337 3.244 0.11
H 2.906 -7.140 8.317 0.09
H 6.849 3.562 1.213 0.07
C 5.924 3.030 -6.583 -0.11
H -9.658 -6.116 -0.280 0.11
H -1.775 -8.276 -2.460 0.11
H 4.981 2.755 -7.056 0.09
H 8.382 -9.542 11.385 0.12
C 1.148 1.422 -2.517 -0.12
H 9.165 -8.550 9.537 0.11
H -6.015 -2.919 -9.076 0.13
H -6.342 3.601 2.437 0.05
H 6.411 -7.464 11.324 0.10
H -13.604 -5.490 1.048 0.08
H -5.614 -1.068 -11.579 0.12
H -1.681 6.059 -12.011 0.07
H 7.074 -3.637 5.836 0.10
C 11.072 -6.817 9.963 -0.13
H 0.923 0.431 6.861 0.12
H 1.330 1.786 -3.528 0.09
C 8.938 -7.830 10.323 -0.19
H 4.022 -9.401 9.304 0.12
H 9.241 -3.082 4.353 0.11
H -0.291 7.152 1.880 0.09
H 8.047 -1.557 2.748 0.12
H 4.654 -7.300 7.756 0.09
H 6.558 -8.962 9.165 0.10
H 8.527 -6.916 9.896 0.12
O 4.412 -7.434 9.785 -0.19
H -0.556 3.242 -11.683 0.07
H -1.042 13.721 3.639 0.11
C -1.841 -1.664 1.789 -0.18
H 11.647 -7.575 9.431 0.09
H -1.006 2.212 -1.347 0.12
H 8.192 -1.937 5.116 0.12
O -9.674 -5.781 1.783 -0.19
O -6.816 1.572 -4.856 -0.22
H -7.074 -1.416 -10.989 0.12
H -3.761 -7.485 -3.582 0.07
C -2.888 13.354 4.628 -0.18
H -3.524 -5.907 -2.956 0.08
H 11.343 -7.835 4.823 0.08
C -7.676 1.912 -3.783 -0.19
N -8.719 1.039 -1.616 0.03
H 5.772 -1.242 1.542 0.08
H -3.854 -1.388 -7.856 0.11
H -1.943 8.293 3.174 0.11
H 4.936 -3.380 -4.367 0.08
O 0.039 0.682 -2.124 -0.19
O -2.908 -7.334 -0.965 -0.07
H 7.507 -3.120 2.330 0.11
C -2.125 -2.573 -8.024 -0.18
N -12.143 -6.127 -1.068 0.02
C -5.277 -3.396 -12.801 -0.06
C 8.547 0.496 -6.641 -0.23
H 10.269 -8.396 3.658 0.08
H -1.883 -3.546 -8.454 0.11
H 0.669 3.595 5.769 0.08
H 3.686 -0.468 5.890 0.06
H -7.283 2.785 -3.262 0.12
C -11.653 -5.815 0.283 -0.42
H 7.052 -2.895 -5.146 0.12
O -0.280 9.193 2.687 -0.19
H -2.878 13.794 5.626 0.11
C 6.530 4.966 2.732 -0.34
C -7.181 2.044 4.701 -0.10
C 7.591 -5.252 4.606 -0.16
C 7.477 -2.397 3.145 -0.24
O -7.642 3.254 5.339 -0.19
C -1.158 1.352 -2.000 -0.25
C -0.600 6.184 -12.068 -0.06
H -3.580 -0.761 0.863 0.11
H -12.910 -5.517 -1.312 0.06
H -5.315 13.257 3.746 0.08
H 5.197 -2.887 2.020 0.08
N -7.073 4.276 2.265 0.00
C -8.558 -0.452 -3.680 -0.06
H -9.076 0.169 -1.248 0.06
H -6.445 5.258 3.785 0.13
H 10.510 -6.198 9.263 0.08
C 1.775 1.095 6.710 -0.19
H 6.186 -10.209 10.335 0.11
C 8.090 -8.492 11.427 -0.22
H -8.157 7.067 3.959 0.07
N 7.653 -0.465 -6.050 -0.05
H 2.726 0.325 8.359 0.14
H -8.740 -1.346 -3.083 0.07
H -0.697 11.486 2.876 0.09
H -11.504 -4.735 0.275 0.13
O -0.441 -1.980 1.647 -0.20
H 4.346 -1.445 2.550 0.08
H 1.215 6.607 -7.354 0.08
H -3.171 -8.256 -0.993 0.08
H 4.265 -8.933 11.074 0.12
H -2.413 -2.492 2.208 0.11
H 0.088 5.021 -8.948 0.11
H -7.778 -6.447 1.216 0.08
C -0.072 5.846 -9.642 -0.18
H -6.450 2.309 3.937 0.06
H 1.966 1.171 5.640 0.12
H 1.986 0.734 -2.408 0.09
N 6.657 -8.444 11.330 -0.07
C -2.976 -6.792 -3.278 -0.11
H 7.926 -0.168 -4.002 0.11
C -2.130 -7.295 -2.147 -0.35
C -12.779 -6.180 1.218 -0.09
H -9.085 6.366 2.749 0.07
C 3.028 0.545 7.335 -0.47
H -7.933 -0.712 -4.535 0.07
H -2.343 -6.570 -4.137 0.07
H -0.461 2.457 6.433 0.08
H 5.592 4.519 3.059 0.10
H 11.295 -6.928 3.335 0.08
H -7.356 6.827 2.396 0.07
H 2.554 -1.251 6.572 0.06
H -0.147 5.765 -12.967 0.06
C 1.247 7.274 -8.216 -0.14
O 7.657 4.772 3.598 -0.07
H -1.736 -0.902 2.560 0.11
H 5.917 -3.915 -2.953 0.08
C -7.454 4.999 3.464 -0.38
C 6.065 -9.148 10.119 -0.17
C 10.670 -7.462 4.051 -0.13
C -0.004 8.189 1.710 -0.11
H -1.061 6.209 -9.364 0.13
C 7.997 1.859 -6.472 -0.25
H 2.042 8.014 -8.132 0.09
H -6.345 3.588 -5.541 0.09
H 4.475 -2.913 -2.802 0.08
H -1.875 -2.706 -6.972 0.11
H -4.271 -3.704 -12.515 0.07
H 1.048 8.074 1.968 0.08
H 5.655 3.466 -5.621 0.08
C -5.527 -2.098 -9.601 -0.20
H 8.154 2.244 -5.464 0.12
H -0.794 -0.334 -0.115 0.10
H 3.953 2.420 7.663 0.08
H 9.170 -1.177 -4.634 0.11
C 8.102 -0.972 -4.716 -0.17
C -2.253 0.531 -1.329 -0.19
N -4.067 -2.373 -9.578 -0.05
C -1.926 10.346 4.021 -0.17
H -9.428 0.046 -4.108 0.07
H -0.636 3.487 -10.132 0.05
H -8.919 4.702 5.046 0.11
H 0.237 -0.502 -7.900 0.08
H -0.118 -2.777 3.555 0.08
N 3.410 -0.772 6.812 0.05
H -0.642 -3.915 2.324 0.09
H -9.519 1.650 -1.698 0.07
O 10.189 -7.364 10.917 -0.21
C -8.376 4.026 4.385 -0.17
C -0.018 -1.376 -8.500 -0.10
C 0.336 3.148 6.706 -0.08
H -0.742 12.838 5.056 0.10
C 6.721 4.643 1.276 -0.10
O 9.708 -6.649 4.672 -0.19
O -1.459 -1.426 -8.648 -0.20
N 7.862 -3.952 5.288 -0.07
C -6.069 -1.838 -10.956 -0.25
H -3.596 -1.565 -9.959 0.11
H -1.391 10.029 4.916 0.11
H -5.302 14.843 4.544 0.08
H -5.730 -1.106 -9.197 0.11
H -8.386 -7.016 2.752 0.08
H 7.623 5.096 0.865 0.07
H 9.474 0.570 -6.072 0.12
H -2.736 -1.900 -0.139 0.10
H 1.316 2.212 -1.785 0.09
H -12.638 -7.008 -1.048 0.06
C 7.364 -2.287 -4.296 -0.18
C -7.970 0.724 -2.827 -0.42
H 7.828 3.849 3.802 0.08
H -7.939 1.518 4.123 0.08
H -1.276 -6.623 -2.072 0.11
H 8.179 -7.903 12.340 0.12
C -8.349 -6.147 2.095 -0.12
H 0.368 7.911 -8.114 0.08
H -6.793 1.436 5.518 0.09
C 0.020 5.194 -11.013 -0.42
O 6.160 -2.027 3.531 -0.20
H -10.303 -7.504 0.586 0.12
C -8.056 6.392 3.110 -0.07
H 6.717 -5.109 3.971 0.10
H 0.630 -1.315 -9.374 0.08
H -4.133 -3.166 -7.635 0.12
H 1.002 -3.203 2.347 0.09
C -4.928 14.274 3.693 -0.13
C 5.364 -3.092 -3.406 -0.13
C 4.549 -8.785 10.032 -0.23
O -3.528 14.269 3.697 -0.20
H -3.450 12.420 4.649 0.09
```

Properties
* gap between HOMO and LUMO: 8.65 eV
* lowest unoccupied orbital energy: -0.012 eV
* E_HOMO: -8.7 eV
* energy above the lowest of the compared OMol25 structures with the same formula, charge and spin: 381.6 kJ/mol
* total energy: -4411.3118 a.u.
* max |F|: 3.7 eV/A